{
  "formula": "C17H20IN4PdS",
  "method": "ωB97M-V/def2-TZVPD",
  "total_charge": 1,
  "total_energy_ha": -1702.38320,
  "e_above_lowest_kj_mol": 0.0,
  "lumo_energy_ha": -0.1165,
  "molar_mass_g_mol": 545.8,
  "homo_lumo_gap_ev": 7.306,
  "symbols": ["Pd", "I", "C", "C", "C", "C", "C", "C", "C", "C", "C", "C", "H", "H", "H", "H", "H", "H", "C", "N", "C", "C", "N", "H", "H", "H", "H", "H", "H", "S", "C", "N", "C", "C", "C", "N", "H", "H", "H", "H", "H", "H", "H", "H"],
  "positions_angstrom": [[1.175, 0.798, -0.468], [0.877, 3.625, -0.190], [-0.521, 3.051, 1.263], [-1.094, 4.044, 2.003], [-2.101, 3.740, 2.940], [-2.522, 2.455, 3.094], [-1.943, 1.402, 2.344], [-2.405, 0.074, 2.509], [-1.861, -0.946, 1.787], [-0.801, -0.685, 0.890], [-0.334, 0.587, 0.717], [-0.900, 1.687, 1.418], [-0.786, 5.072, 1.866], [-2.546, 4.539, 3.518], [-3.313, 2.214, 3.794], [-3.203, -0.111, 3.216], [-2.223, -1.959, 1.908], [-0.355, -1.505, 0.338], [-3.160, 0.363, -3.342], [-1.951, 1.184, -3.426], [-1.911, 2.339, -4.326], [-0.863, 0.792, -2.830], [0.105, 0.434, -2.298], [-4.024, 1.024, -3.361], [-3.158, -0.186, -2.403], [-3.221, -0.337, -4.176], [-2.870, 2.850, -4.270], [-1.724, 2.031, -5.355], [-1.130, 3.023, -4.001], [2.672, 0.324, 1.286], [2.992, -1.322, 0.853], [2.248, -2.299, 1.359], [2.487, -3.722, 1.119], [3.188, -3.888, -0.218], [4.415, -2.993, -0.259], [4.007, -1.623, 0.050], [1.547, -2.008, 2.023], [1.525, -4.232, 1.124], [3.092, -4.135, 1.930], [2.508, -3.611, -1.027], [3.477, -4.927, -0.362], [4.874, -2.993, -1.246], [5.164, -3.326, 0.463], [4.568, -0.844, -0.253]],
  "forces_ev_per_angstrom": [[0.4, -0.5, -0.1], [-0.1, 0.4, 0.1], [-0.1, -0.1, 0.0], [0.1, 0.1, -0.1], [-0.1, 0.0, 0.0], [0.0, 0.0, 0.0], [0.0, 0.0, 0.0], [0.0, 0.0, 0.0], [0.0, 0.0, 0.0], [0.0, 0.1, -0.1], [-0.1, -0.2, 0.1], [0.1, 0.0, -0.1], [0.0, 0.0, 0.0], [0.0, 0.0, 0.0], [0.0, 0.0, 0.0], [0.0, 0.0, 0.0], [0.0, 0.0, 0.0], [0.0, 0.0, 0.0], [0.0, 0.0, -0.1], [0.0, 0.1, 0.1], [0.0, 0.0, 0.0], [0.0, -0.1, 0.0], [-0.1, 0.2, 0.1], [0.0, 0.0, 0.0], [0.0, 0.0, 0.0], [0.0, 0.0, 0.0], [0.0, 0.0, 0.0], [0.0, 0.0, 0.0], [0.0, 0.0, 0.0], [0.0, 0.2, -0.2], [-0.1, -0.1, 0.0], [0.1, 0.0, 0.1], [0.0, 0.0, 0.0], [0.0, 0.0, 0.0], [0.0, 0.0, 0.0], [0.0, 0.0, 0.1], [0.0, 0.0, -0.1], [0.0, 0.0, 0.0], [0.0, 0.0, 0.0], [0.0, 0.0, 0.0], [0.0, 0.0, 0.0], [0.0, 0.0, 0.0], [0.0, 0.0, 0.0], [0.0, 0.0, 0.0]]
}